No. 1
A structure of composition C5H6O in a non-equilibrium geometry. Source: the OMol25 dataset; level of theory: ωB97M-V/def2-TZVPD.

Values from the calculation:
ΔE to the lowest compared entry with this formula, charge and spin   455.6 kJ/mol
LUMO energy (spin up / spin down)   0.13 / 0.13 eV
Total charge   0
Multiplicity   1
Frontier orbital gap (spin up / spin down)   8.176 / 8.176 eV

Geometry as XYZ:
```
12
Properties=species:S:1:pos:R:3:forces:R:3:lowdin_charge:R:1
O -1.2653 2.3970 0.4124 0.464 -0.790 -0.485 0.097
C -0.7215 1.5354 -0.1502 -0.506 0.917 0.455 -0.093
C -1.1338 -0.5998 -0.7597 0.117 -0.239 0.030 -0.025
C -0.3424 -0.6730 0.3828 -0.419 -0.004 -0.052 -0.229
C 1.5286 -0.2285 -0.0593 0.198 0.087 -0.098 0.040
C 0.5203 0.5013 0.5958 0.270 -0.258 0.116 -0.315
H -1.9931 -1.2608 -0.8617 0.122 0.106 0.024 0.064
H -0.7185 -0.2599 -1.7017 -0.044 0.006 0.158 0.059
H -0.5677 -1.3250 1.2201 0.044 0.115 -0.127 0.119
H 1.4421 -0.5202 -1.0966 -0.047 0.032 0.167 0.075
H 2.4976 -0.3999 0.4089 -0.150 0.049 -0.049 0.076
H 0.7537 0.8336 1.6090 -0.049 -0.021 -0.140 0.133
```
Positions in Å, forces in eV/Å.

---

No. 2
An isolated molecule of C5H6O in a non-equilibrium geometry. Source: the OMol25 dataset; level of theory: ωB97M-V/def2-TZVPD.

Values from the calculation:
ΔE to the lowest compared entry with this formula, charge and spin   432.2 kJ/mol
Structure (SMILES)   C=C=C1COC1
LUMO energy   0.29 eV
Total charge   0
Multiplicity   1
Frontier orbital gap   9.473 eV

Geometry as XYZ:
```
12
Properties=species:S:1:pos:R:3:forces:R:3:lowdin_charge:R:1
C 0.4185 1.1115 1.7198 0.113 -0.101 0.706 -0.030
C -0.0905 1.3977 0.5370 0.287 -1.004 0.296 -0.025
C -0.1767 0.4157 -0.3278 -0.214 0.267 -0.494 -0.245
C 0.7595 -0.3602 -1.1841 0.124 0.220 -0.375 -0.114
O -0.2670 -1.3443 -1.4149 -0.044 -0.310 -0.334 -0.101
C -1.1615 -0.6865 -0.4948 -0.346 0.089 -0.153 -0.116
H 0.4555 1.6617 2.6363 0.175 0.646 0.124 0.035
H 0.7807 0.0801 1.7301 0.129 0.219 0.976 0.060
H 1.1218 0.1658 -2.0659 0.002 -0.285 -0.309 0.127
H 1.6199 -0.7904 -0.6326 -0.300 0.296 -0.032 0.141
H -1.3464 -1.2878 0.4150 0.134 0.291 -0.164 0.140
H -2.1137 -0.3632 -0.9179 -0.060 -0.328 -0.240 0.128
```
Positions in Å, forces in eV/Å.

---

No. 3
An isolated molecule of C5H6O. Source: the OMol25 dataset; level of theory: ωB97M-V/def2-TZVPD.

Values from the calculation:
ΔE to the lowest compared entry with this formula, charge and spin   92.2 kJ/mol
Structure (SMILES)   C1=COC=CC1
LUMO energy   1.01 eV
Total charge   0
Multiplicity   1
Frontier orbital gap   9.263 eV

Geometry as XYZ:
```
12
Properties=species:S:1:pos:R:3:forces:R:3:lowdin_charge:R:1
C -0.3550 -1.1414 -0.4513 -0.008 -0.473 0.042 -0.088
C 0.0305 -1.2966 0.8062 0.218 -0.617 0.351 -0.142
O 0.5517 -0.3159 1.6018 -0.163 0.182 0.152 -0.044
C 0.6056 0.9402 1.0646 -0.231 0.440 -0.561 -0.129
C 0.1787 1.2565 -0.1632 0.426 -0.613 0.623 -0.079
C -0.3826 0.2125 -1.0926 -0.117 0.344 -0.909 -0.202
H -0.6424 -2.0476 -1.0019 -0.068 0.587 0.251 0.109
H 0.0086 -2.2288 1.3798 0.026 0.255 -0.519 0.127
H 1.0194 1.6317 1.7914 -0.060 0.009 -0.251 0.121
H 0.2492 2.2703 -0.5252 0.064 0.119 0.167 0.098
H 0.1584 0.2158 -2.0759 -0.337 -0.011 0.740 0.118
H -1.4221 0.5033 -1.3337 0.250 -0.223 -0.088 0.110
```
Positions in Å, forces in eV/Å.

---

No. 4
An isolated molecule of C5H6O in a non-equilibrium geometry. Source: the OMol25 dataset; level of theory: ωB97M-V/def2-TZVPD.

Values from the calculation:
ΔE to the lowest compared entry with this formula, charge and spin   301.7 kJ/mol
Structure (SMILES)   C#C[C@@H]1C[C@@H]1O
LUMO energy   0.91 eV
Total charge   0
Multiplicity   1
Frontier orbital gap   9.726 eV

Geometry as XYZ:
```
12
Properties=species:S:1:pos:R:3:forces:R:3:lowdin_charge:R:1
C -1.4295 -0.2745 2.2426 0.426 0.051 -0.203 0.104
C -0.8722 0.2853 1.3320 0.442 -0.612 0.259 -0.128
C -0.1589 0.8040 0.1941 0.965 -0.458 0.165 -0.212
C -0.3272 0.0990 -1.1203 -0.262 0.050 -0.381 -0.104
C 1.0742 0.1327 -0.6750 -0.343 0.611 0.359 -0.273
O 1.8645 -1.0048 -0.5306 -0.460 0.020 0.608 0.001
H -1.7693 -0.8370 3.0828 -0.187 0.229 -0.107 0.020
H -0.0700 1.8946 0.1604 -0.034 -0.444 -0.078 0.130
H -0.7641 -0.8958 -1.0151 -0.108 0.288 -0.104 0.124
H -0.7181 0.7009 -1.9212 0.082 -0.157 -0.540 0.102
H 1.7419 0.9272 -0.9968 -0.379 0.046 -0.075 0.138
H 1.3770 -1.8254 -0.6845 -0.142 0.377 0.097 0.099
```
Positions in Å, forces in eV/Å.

---

No. 5
An isolated molecule of C5H6O. Source: the OMol25 dataset; level of theory: ωB97M-V/def2-TZVPD.

Values from the calculation:
ΔE to the lowest compared entry with this formula, charge and spin   421.3 kJ/mol
LUMO energy (spin up / spin down)   -1.67 / -1.63 eV
Total charge   0
Multiplicity   1
Frontier orbital gap (spin up / spin down)   6.686 / 6.764 eV

Geometry as XYZ:
```
12
Properties=species:S:1:pos:R:3:forces:R:3:lowdin_charge:R:1
O -1.2701 1.9806 -0.5406 0.217 -0.660 -0.108 -0.117
C -1.0133 0.7038 -0.3377 0.249 0.063 0.020 -0.602
C 0.1124 0.1475 -1.1229 -0.118 0.410 0.439 0.147
C 1.0955 -0.5688 -0.2790 -0.206 -0.125 0.053 -0.155
C 0.4317 -0.5436 1.0911 -0.602 0.382 0.069 -0.088
C -0.6893 0.1929 1.0872 0.724 -0.451 -0.143 -0.009
H 0.2650 0.4018 -2.1715 -0.123 -0.061 0.197 0.133
H -1.8460 -0.0464 -0.6479 0.235 0.096 -0.083 0.197
H 1.3132 -1.5718 -0.6974 -0.087 0.301 0.088 0.134
H 2.0826 -0.0618 -0.2620 -0.357 -0.042 -0.110 0.142
H 0.8612 -1.0487 1.9550 -0.111 0.138 -0.228 0.103
H -1.3430 0.4143 1.9257 0.176 -0.050 -0.195 0.115
```
Positions in Å, forces in eV/Å.

---

No. 6
An isolated molecule of C5H6O. Source: the OMol25 dataset; level of theory: ωB97M-V/def2-TZVPD.

Values from the calculation:
ΔE to the lowest compared entry with this formula, charge and spin   126.5 kJ/mol
Structure (SMILES)   O=C1C[C@H]2C[C@@H]12
LUMO energy   1.02 eV
Total charge   0
Multiplicity   1
Frontier orbital gap   10.543 eV

Geometry as XYZ:
```
12
Properties=species:S:1:pos:R:3:forces:R:3:lowdin_charge:R:1
O 1.5882 -1.9545 0.0491 -0.378 0.265 0.174 0.092
C 0.7619 -1.0791 0.0513 0.283 -0.224 0.004 -0.386
C -0.4034 -0.8013 -0.9136 -0.063 -0.107 -0.109 -0.049
C -0.2407 0.6669 -0.5032 -0.125 0.205 -0.200 -0.199
C -0.6054 0.8265 0.9219 -0.141 0.011 0.074 -0.080
C 0.7771 0.3031 0.6079 0.349 -0.023 0.092 -0.112
H -0.0771 -1.0663 -1.9224 -0.100 0.147 0.066 0.120
H -1.3842 -1.2446 -0.7141 0.188 0.056 0.032 0.115
H -0.1287 1.4980 -1.1895 -0.066 -0.127 0.111 0.136
H -1.3580 0.1843 1.3765 0.155 0.022 -0.129 0.113
H -0.6028 1.8425 1.3090 0.037 -0.179 -0.065 0.111
H 1.6730 0.8246 0.9270 -0.140 -0.047 -0.050 0.139
```
Positions in Å, forces in eV/Å.

---

No. 7
A cluster of 2 separate species, C5H6O in total in a non-equilibrium geometry. Source: the OMol25 dataset; level of theory: ωB97M-V/def2-TZVPD.

Values from the calculation:
ΔE to the lowest compared entry with this formula, charge and spin   302.7 kJ/mol
LUMO energy   0.56 eV
Total charge   0
Multiplicity   1
Frontier orbital gap   9.432 eV

Geometry as XYZ:
```
12
Properties=species:S:1:pos:R:3:forces:R:3:lowdin_charge:R:1
O -1.2997 2.4236 0.4670 0.333 -0.578 -0.386 0.089
C -0.7475 1.7545 -0.2731 -0.855 2.343 -0.047 -0.017
C -1.1450 -0.6925 -0.7733 -0.005 -0.711 0.046 -0.047
C -0.4985 -0.6209 0.3889 -1.209 0.293 -0.144 -0.249
C 1.6515 -0.1919 -0.0589 0.811 0.280 0.014 0.029
C 0.6272 0.2824 0.6513 0.976 -1.679 0.393 -0.297
H -2.0063 -1.3272 -0.8872 0.040 -0.438 -0.118 0.056
H -0.7583 -0.2187 -1.6750 -0.386 0.256 0.366 0.063
H -0.6642 -1.3024 1.2228 -0.611 0.270 -0.088 0.117
H 1.4651 -0.5904 -1.0531 0.152 -0.433 0.438 0.076
H 2.6257 -0.2982 0.3766 0.762 0.767 -0.342 0.061
H 0.7500 0.7818 1.6140 -0.008 -0.371 -0.132 0.117
```
Positions in Å, forces in eV/Å.

---

No. 8
An isolated molecule of C5H6O in a non-equilibrium geometry. Source: the OMol25 dataset; level of theory: ωB97M-V/def2-TZVPD.

Values from the calculation:
ΔE to the lowest compared entry with this formula, charge and spin   150.8 kJ/mol
Structure (SMILES)   OC1=CC=CC1
LUMO energy   0.96 eV
Total charge   0
Multiplicity   1
Frontier orbital gap   8.770 eV

Geometry as XYZ:
```
12
Properties=species:S:1:pos:R:3:forces:R:3:lowdin_charge:R:1
O -2.0106 -0.8553 -0.5878 -0.377 0.700 0.009 0.053
C -0.8390 -0.4345 -0.0640 0.558 0.666 0.214 -0.356
C -0.7280 0.8550 0.3280 0.540 -0.298 0.428 -0.072
C 0.6824 1.2058 0.2443 0.372 -0.151 0.180 -0.103
C 1.4109 0.1000 0.0055 0.120 0.101 0.096 -0.107
C 0.4977 -1.1128 -0.0801 -0.053 0.108 -0.209 -0.104
H -2.2933 0.0792 -0.7720 -0.992 -1.657 -0.203 0.125
H -1.5349 1.3871 0.8148 -0.070 0.446 -0.625 0.112
H 1.0471 2.2265 0.2624 0.119 -0.175 0.323 0.099
H 2.4889 0.0515 -0.0709 -0.112 -0.062 -0.019 0.092
H 0.6820 -1.7881 -0.9202 -0.071 0.216 -0.009 0.123
H 0.5967 -1.7145 0.8400 -0.035 0.106 -0.186 0.137
```
Positions in Å, forces in eV/Å.

---

Number 1: DFT total energy -269.17271 a.u.. Number 2: DFT total energy -269.18162 a.u.. Number 3: DFT total energy -269.31114 a.u.. Number 4: DFT total energy -269.23134 a.u.. Number 5: DFT total energy -269.18579 a.u.. Number 6: DFT total energy -269.29808 a.u.. Number 7: DFT total energy -269.23095 a.u.. Number 8: DFT total energy -269.28880 a.u..